The following is a quantum chemistry calculation of a structure of composition C30H20MoO5P2S2 in a non-equilibrium geometry, from the OMol25 dataset.

CARTESIAN COORDINATES (ANGSTROEM)
C 15.52 14.89 14.67
H 17.05 12.86 11.86
C 10.96 13.19 7.07
C 17.43 14.39 13.23
C 14.57 16.21 9.35
H 10.98 16.32 8.31
C 10.13 13.86 13.14
C 13.36 7.75 12.37
O 11.11 5.12 13.20
C 9.12 14.59 13.80
Mo 12.69 10.12 11.64
C 11.03 13.16 9.42
H 6.92 15.00 13.83
S 10.55 10.28 10.55
C 11.78 7.33 14.09
C 14.59 15.74 8.04
H 8.28 12.99 10.37
P 14.35 12.71 11.45
C 16.68 13.42 12.64
H 14.79 16.39 7.19
H 14.78 15.76 11.48
H 11.06 15.07 10.45
C 11.84 6.03 13.17
H 15.15 15.38 15.61
H 14.30 14.08 6.75
O 13.86 8.54 11.45
H 6.56 14.24 11.55
C 7.53 14.06 12.04
C 12.68 8.30 13.39
C 10.94 15.24 8.30
C 8.52 13.34 11.38
H 10.74 15.15 6.19
H 10.99 11.38 8.28
C 14.45 13.95 10.16
H 11.09 13.79 13.65
H 14.14 12.42 8.74
C 14.55 15.32 10.45
C 9.81 13.23 11.92
O 12.64 9.69 13.48
H 13.60 13.99 14.12
S 14.91 10.80 10.90
C 10.86 14.57 7.12
O 11.20 7.40 15.10
P 11.02 12.33 11.00
C 16.86 15.09 14.30
C 14.38 14.34 7.80
C 11.03 14.54 9.50
C 14.28 13.46 8.84
C 12.67 12.07 11.70
H 18.47 14.47 12.95
C 14.70 14.07 13.93
C 11.04 12.46 8.25
C 7.78 14.61 13.26
O 13.52 5.44 11.46
H 9.39 15.07 14.74
H 14.65 17.27 9.65
C 13.05 6.24 12.22
H 10.91 12.73 6.11
H 17.39 15.97 14.79
C 15.30 13.44 12.84

The charge is +2. For the LUMO energy (spin up / spin down), the calculation gives -8.66 / -8.66 eV. The value obtained for the energy is -3078.0265 hartree.



The following is a quantum chemistry calculation of a cluster of 7 separate species, C30H21B2N5O22 in total in a non-equilibrium geometry, from the OMol25 dataset.

CARTESIAN COORDINATES (ANGSTROEM)
C -2.36 -5.18 3.05
C -1.99 -2.92 1.56
O 5.18 2.57 -7.24
O -2.00 3.73 -5.97
C 1.32 -1.57 -2.03
C 5.13 2.90 -3.08
B -3.31 4.22 -2.83
H -1.58 -0.77 6.07
H -3.45 -2.01 2.82
C 1.55 -2.04 0.32
H 3.62 2.82 -1.44
H 0.01 -2.93 4.98
O -3.70 -6.47 4.44
H 6.18 3.20 -4.93
N 3.63 -1.53 1.47
C 2.65 -1.16 -2.10
C -1.30 -4.10 1.23
O 4.76 -1.05 1.43
H 1.08 -2.24 1.27
C -2.81 -2.86 2.65
C -3.65 5.13 -0.79
O -0.84 2.64 3.47
N 4.20 3.04 -6.68
N -2.05 2.20 6.43
O -2.07 -7.44 3.44
C 2.87 -1.61 0.25
N -2.75 -6.48 3.69
O -3.51 5.56 0.32
H -3.56 -4.02 4.34
C 4.10 2.89 -5.24
O -3.22 2.76 -2.86
H 1.54 -2.38 4.68
H 1.73 2.70 -2.79
C -2.29 1.11 6.16
C -1.09 0.15 -1.42
C -0.57 1.86 2.60
C -4.99 5.07 -1.54
H -0.23 -2.44 -0.90
O 3.14 -1.97 2.48
H -3.24 -0.74 6.44
O -2.70 1.27 -4.46
C -2.82 2.39 -4.08
H 0.72 -1.53 -2.92
N 1.59 -5.36 3.76
H 1.98 2.73 -5.30
O -6.03 5.38 -1.04
C 5.23 3.02 -4.44
H 6.00 3.09 -2.47
O 0.18 -0.03 3.92
C -2.52 -0.27 5.78
C 3.43 -1.20 -0.96
H -1.85 -2.03 0.95
O -2.68 4.71 -4.06
O -0.69 2.06 1.29
C -0.03 0.44 2.84
H 3.18 -0.84 -2.99
C 0.74 -2.91 4.17
H 0.40 -2.39 3.28
H -0.89 -6.15 1.84
C 3.86 2.79 -2.50
C 2.70 2.75 -3.27
O 3.32 3.63 -7.26
C 0.80 -2.13 -0.84
H -2.67 -0.37 4.71
O -4.75 4.61 -2.75
C -2.44 3.67 -4.87
O -1.64 -0.39 -2.34
C -2.96 -4.00 3.44
B -0.30 0.80 0.60
C 1.20 -4.29 3.95
C 0.35 0.72 -1.59
C -1.49 -5.26 1.95
O 0.96 0.65 -2.62
O -1.44 0.31 -0.17
O -2.70 4.79 -1.62
O 0.76 1.05 -0.39
H 4.47 -0.91 -0.93
C 2.84 2.77 -4.64
O 0.20 -0.11 1.68
H -0.43 -4.08 0.59

The charge is -2. The value obtained for the energy relative to the best compared isomer or geometry (same formula, charge and spin) is 0.0000 eV. For the LUMO energy, the calculation gives 2.59 eV. The value obtained for the energy is -3134.8781 hartree.



The following is a quantum chemistry calculation of a structure of composition C30H21BBr3F8InN3OP in a non-equilibrium geometry, from the OMol25 dataset.

CARTESIAN COORDINATES (ANGSTROEM)
C 0.10 0.86 -2.21
C 1.52 2.12 -0.30
C 2.62 0.24 0.42
H -0.06 -2.38 3.52
H 2.28 -5.78 4.60
F -2.25 -4.64 -0.35
H -3.29 1.44 0.71
H -5.72 3.67 -2.03
C -2.74 -3.79 -2.47
F -3.18 -4.98 -2.85
C 2.17 -4.86 4.05
H 2.92 1.89 -4.68
F 0.83 2.43 2.51
Br -2.15 -0.50 3.56
H -2.22 1.69 -3.44
Br -1.09 -2.25 0.97
C 2.59 2.46 -1.13
C 1.23 2.55 -3.52
C -3.49 1.79 -0.30
C 0.86 -2.94 3.44
C 3.07 -3.22 2.53
C -3.98 2.73 -2.87
H -4.16 3.08 -3.87
Br 0.73 0.19 4.54
C 1.06 -0.07 -2.62
B 1.37 3.73 2.89
C -4.85 3.05 -1.83
H -5.27 2.83 0.25
C 3.70 1.65 -1.15
C 1.00 -4.13 4.15
C 3.73 0.51 -0.35
C -4.60 2.58 -0.56
C -2.87 1.94 -2.61
C 2.14 1.61 -3.97
N 1.55 1.04 0.44
H -1.43 0.34 5.82
H 1.28 3.57 -3.87
C -2.26 -1.50 -2.96
H 4.12 -4.96 3.16
H 3.87 -2.87 1.90
F 1.44 3.77 4.28
C -1.79 -2.36 -0.80
C -1.03 -0.41 5.14
H -0.48 2.93 -2.30
H 0.19 -4.47 4.77
N 2.67 -0.94 1.19
H -0.93 -1.39 5.58
F -3.16 -2.92 -4.60
F 0.56 4.72 2.37
In -0.06 0.33 1.79
F 2.66 3.79 2.31
C 0.22 2.18 -2.64
C -1.80 -1.26 -1.67
C -2.73 -2.74 -3.36
C 1.89 -2.48 2.63
F -2.25 -0.54 -3.88
P -1.17 0.36 -0.98
C 3.20 -4.40 3.24
O -1.55 1.54 1.64
H 4.54 1.89 -1.78
N 1.70 -1.25 1.91
H 4.57 -0.16 -0.33
H 2.54 3.35 -1.72
H 1.03 -1.09 -2.25
C 2.06 0.30 -3.51
C -2.60 1.46 -1.32
H 2.79 -0.44 -3.83
H 0.62 2.72 -0.21
C -2.26 -3.60 -1.19

The charge is 0. The value obtained for the energy relative to the best compared isomer or geometry (same formula, charge and spin) is 6.1359 eV. For the LUMO energy, the calculation gives -2.15 eV. The value obtained for the energy is -10472.6652 hartree.



The following is a quantum chemistry calculation of a structure of composition C30H21N9OsS2Se, from the OMol25 dataset.

CARTESIAN COORDINATES (ANGSTROEM)
C -4.98 1.18 3.22
N 1.17 3.21 2.02
C 3.46 -4.41 0.11
H 3.90 6.49 0.44
C 3.66 5.44 0.49
C 2.27 3.68 1.28
C -1.61 0.38 -2.35
H 4.77 2.43 -0.63
C 4.46 4.51 -0.18
N -0.84 0.63 -3.41
H -1.43 -0.86 -7.76
H 3.18 -6.53 0.23
H 4.36 -4.46 -0.49
C 2.56 5.03 1.22
C 1.19 -4.19 1.63
H -0.07 0.50 -6.21
H -0.03 1.23 -3.38
C 2.80 -5.55 0.51
H 1.12 -6.32 1.63
C 0.87 1.93 2.09
H 5.32 4.84 -0.74
C -1.65 0.30 4.67
C -3.73 -0.89 -1.93
C -0.94 -0.04 -5.86
H -4.15 -1.97 -4.63
H -3.42 -2.07 -6.99
N 1.82 -3.07 1.24
C -2.85 -1.49 -6.28
C -1.71 -0.80 -6.72
H -4.67 -0.55 -2.37
C -1.78 -0.54 2.41
C -2.49 -0.68 -4.10
H 4.49 -1.84 -0.46
C -2.92 0.84 4.55
H 1.94 5.75 1.73
H -3.63 -0.48 -0.93
C 2.71 1.32 0.75
H 0.00 1.65 2.68
H -3.65 -0.18 1.41
S 0.53 -1.10 3.79
C -3.46 1.62 5.63
N -3.86 2.28 6.49
C 4.16 3.16 -0.12
H -3.72 -1.98 -1.88
C -3.26 -1.45 -4.96
C 3.05 2.73 0.62
C -1.07 -0.39 3.61
Os 1.32 -1.10 1.61
N 2.94 -0.84 0.50
H 0.60 3.87 2.52
C 3.57 -1.92 0.10
H 0.30 -4.05 2.24
C 1.65 -5.44 1.29
C -3.07 -0.04 2.31
N -2.62 -0.42 -2.74
H -1.11 0.42 5.60
C -1.35 0.00 -4.54
C 2.96 -3.17 0.48
N 1.56 0.98 1.50
N -6.03 1.61 3.10
N 3.44 0.41 0.21
C -3.65 0.65 3.37
Se -1.32 1.08 -0.64
S -1.04 -1.37 1.05

The charge is +2. Its expectation value of S² is 6.049. As for the spin multiplicity: 5. For the LUMO energy (spin up / spin down), the calculation gives -6.49 / -8.00 eV. The value obtained for the energy is -4936.6058 hartree.



The following is a quantum chemistry calculation of a structure of composition C30H22BrF4O4Pd in a non-equilibrium geometry, from the OMol25 dataset.

CARTESIAN COORDINATES (ANGSTROEM)
H 2.69 2.62 5.42
H -6.63 -0.01 2.58
O 2.46 -6.36 1.85
C 0.38 -5.32 2.58
C 1.18 -3.26 0.64
H -1.71 5.16 -3.99
H 2.76 0.07 5.23
F 0.99 0.25 1.14
H 4.99 -1.67 -3.63
H 2.03 -1.05 3.18
C 2.40 0.68 4.41
C 1.37 0.80 2.28
C -0.53 -4.35 2.40
H -5.81 -1.87 1.27
H -5.27 1.84 3.32
C -0.15 4.14 -2.99
H 2.78 1.06 -6.11
Pd -0.30 -0.98 -0.30
C 1.16 2.16 2.48
F -1.81 0.21 0.95
C 4.06 -0.26 -4.99
C 1.92 0.02 3.26
C 2.05 -4.40 0.87
H 1.18 3.01 -1.80
H 3.04 -4.35 0.44
H 3.23 -1.60 -2.03
C -3.82 -0.94 0.87
C 0.17 3.08 -2.17
C 2.04 0.68 -4.16
C 2.93 0.53 -5.18
C -3.57 1.17 2.18
C -3.07 0.16 1.32
O -0.05 -6.25 3.36
H -3.52 -1.74 0.21
C -0.20 -3.18 1.53
C -5.62 -0.04 2.20
C 2.29 2.07 4.58
C -5.14 -1.04 1.40
H -3.46 3.69 -3.36
H -2.93 1.99 2.47
F -0.54 1.14 -0.96
C -2.45 3.36 -3.15
Br -1.56 -1.70 -2.46
C -1.43 4.23 -3.52
C 3.23 -0.96 -2.90
C -2.03 2.23 -2.42
F 1.27 -0.18 -2.00
H -2.79 1.54 -2.09
C 1.68 -5.35 1.77
H 1.22 1.38 -4.21
O 1.31 -2.34 -0.18
H -1.45 -4.31 2.98
H 0.56 4.95 -3.11
H 1.52 3.90 3.63
H 4.81 -0.24 -5.77
C 2.17 -0.15 -3.05
C 4.20 -0.97 -3.84
C -0.80 2.14 -1.78
C 1.66 2.83 3.56
O -0.90 -2.16 1.34
C -4.88 1.08 2.66
H 0.71 2.84 1.77

The charge is -1. The value obtained for the energy relative to the best compared isomer or geometry (same formula, charge and spin) is 0.5670 eV. Its expectation value of S² is 2.005. As for the spin multiplicity: 3. For the LUMO energy (spin up / spin down), the calculation gives 2.10 / 1.40 eV. The value obtained for the energy is -4558.6187 hartree.



The following is a quantum chemistry calculation of a structure of composition C30H22MnN8PS2 in a non-equilibrium geometry, from the OMol25 dataset.

CARTESIAN COORDINATES (ANGSTROEM)
H -3.58 -1.51 -4.15
H 3.21 -3.72 2.56
C 0.90 3.13 3.38
C 0.32 1.01 2.89
C -2.70 -1.43 -3.51
H 0.23 5.11 0.22
C -5.94 -0.14 1.84
H 1.83 1.72 -0.41
C -2.78 -0.71 -2.33
P 0.62 -0.92 -0.55
S -2.13 -1.46 1.33
H -0.17 -5.61 0.74
H -0.35 5.66 -2.17
H -1.56 1.58 -2.64
H 1.67 3.74 5.15
C -0.36 3.09 0.00
C -0.99 3.65 -2.58
C 0.20 -3.59 0.14
H 1.43 5.00 3.97
H -3.72 -0.23 -2.06
C -0.39 -1.99 -3.10
C -4.78 -0.96 1.89
H -0.21 -0.95 2.68
C 2.10 -2.52 1.17
N -6.87 0.53 1.79
C -0.48 -1.27 -1.91
N -0.86 2.11 -0.78
H 0.60 -0.52 4.15
C 2.36 -3.68 1.88
C -0.49 4.67 -1.78
C 4.61 0.75 -2.08
C 1.54 -4.79 1.73
C -3.58 -0.53 1.34
N 0.53 3.59 2.15
H -1.24 3.83 -3.62
N 0.84 1.86 3.76
C 4.30 -0.59 -2.27
N -0.16 1.38 1.66
Mn -1.26 0.34 0.23
H 4.99 -1.24 -2.79
H 2.87 -2.16 -1.92
C -0.17 4.38 -0.46
C -1.16 2.39 -2.04
H 3.97 2.62 -1.26
H 1.75 -5.70 2.29
C 2.20 -0.27 -1.13
C 3.10 -1.10 -1.79
H 0.53 -2.48 -3.39
H -0.65 -3.56 -0.54
H -1.49 -2.61 -4.83
C 3.72 1.58 -1.41
C 2.52 1.07 -0.93
C 0.02 2.68 1.37
N 0.30 -0.28 3.23
H 5.54 1.14 -2.45
C 0.46 -4.75 0.86
N -4.92 -3.28 3.01
C 1.02 -2.48 0.29
C -1.65 -0.62 -1.52
N 1.38 4.03 4.23
C -4.87 -2.24 2.51
C -1.52 -2.06 -3.90
H 2.75 -1.66 1.28
S -3.38 0.98 0.56

The charge is +1. The value obtained for the energy relative to the best compared isomer or geometry (same formula, charge and spin) is 0.0000 eV. Its expectation value of S² is 0.884. As for the spin multiplicity: 2. For the LUMO energy (spin up / spin down), the calculation gives -4.73 / -5.38 eV. The value obtained for the energy is -3883.0168 hartree.



The following is a quantum chemistry calculation of a structure of composition C30H22N8O3ReS2, from the OMol25 dataset.

CARTESIAN COORDINATES (ANGSTROEM)
C 4.87 3.43 -2.27
C -2.28 0.96 -1.52
C -4.46 -0.62 -0.90
H -2.75 -3.17 4.38
C 2.77 1.90 -1.29
C -5.45 -2.14 0.76
C 1.66 1.07 -0.77
H -4.91 -3.38 3.15
C 2.65 -1.77 1.17
H 2.92 -0.36 -2.75
H 4.68 0.78 3.15
N 2.05 -0.83 1.93
H -3.40 1.60 -3.23
H 1.98 2.00 -3.29
C 2.05 -0.85 -2.35
H 2.17 -2.56 -3.62
H -1.41 1.57 -1.72
H 5.83 -0.86 1.71
N -2.02 -1.21 1.77
C 4.13 0.06 2.56
C 1.34 -0.23 -1.31
N 1.03 2.70 0.68
H 1.98 -2.46 0.69
H -0.52 4.46 2.83
C -1.89 -1.87 2.92
C 4.00 -1.81 1.05
Re -0.56 0.12 0.92
C -2.91 -2.66 3.44
C -3.30 -0.56 -0.11
H 4.47 -2.56 0.43
C 3.80 2.29 -0.44
C 2.70 0.12 2.69
C -3.19 -1.31 1.10
O 0.68 -0.90 2.04
H 3.77 2.01 0.60
H 5.66 3.34 -0.27
H 5.69 4.02 -2.65
N 0.85 1.44 0.19
C -4.10 -2.78 2.76
N 0.26 -0.84 -0.76
C -5.52 -1.46 -0.40
H -5.36 0.20 -2.69
C -4.49 0.19 -2.05
H 1.01 4.74 2.08
C 4.85 3.05 -0.94
S 1.89 1.20 3.67
H -0.94 -1.75 3.42
C -4.26 -2.09 1.55
C 4.75 -0.85 1.77
H -1.02 -2.46 -0.76
H 0.13 -3.63 -2.61
C -3.40 0.97 -2.35
O -7.78 -1.85 -0.56
C 0.49 -2.67 -2.27
C -0.15 -2.03 -1.24
C 2.79 2.29 -2.63
H -6.29 -2.73 1.08
C 1.63 -2.07 -2.82
S -1.39 2.08 1.76
C 3.84 3.05 -3.12
N -6.77 -1.63 -1.18
N 0.14 4.23 2.11
H 3.85 3.36 -4.15
O -6.68 -1.56 -2.39
N -2.23 0.21 -0.42
C 0.07 3.05 1.50

The charge is +1. The value obtained for the energy relative to the best compared isomer or geometry (same formula, charge and spin) is 0.8422 eV. For the LUMO energy, the calculation gives -3.85 eV. The value obtained for the energy is -2694.6262 hartree.